Molecular formula: C51H50N7O5P2SY
Method: DFT, the ωB97M-V functional and the def2-TZVPD basis

The calculation puts the energy above the lowest of the compared OMol25 structures with the same formula, charge and spin at 6.589 eV. For the orbital gap (spin up / spin down), the calculation gives 4.314 / 6.043 eV. Its total charge is 0.

Geometry as XYZ:
```
117
Properties=species:S:1:pos:R:3:lowdin_charge:R:1
Y -0.4458 -0.8693 0.0792 1.47
C 4.3093 -0.3892 5.6461 -0.07
C 3.5332 -0.8119 4.4294 -0.29
C 4.1963 -1.3680 3.3342 -0.01
C 3.5636 -1.8063 2.1528 -0.15
C 4.3746 -2.4814 1.2076 -0.08
N 4.1498 -2.6444 -0.1462 -0.02
C 3.6429 -1.5503 -0.9609 -0.20
C 4.2050 -1.6276 -2.3770 -0.14
C 3.4552 -2.6083 -3.2729 -0.12
N 2.2980 -1.9301 -3.8922 0.12
C 1.0788 -2.3154 -3.8753 0.05
C 0.6181 -3.5476 -3.2183 -0.14
C 0.6103 -4.8339 -3.7334 0.02
C 0.0821 -5.8619 -2.9667 -0.26
C 0.0066 -7.2707 -3.4870 -0.05
C -0.4451 -5.5366 -1.7155 0.02
C -0.4488 -4.2544 -1.1735 -0.08
C -1.2281 -4.0773 0.0644 -0.08
N -1.4272 -3.0313 0.7611 -0.02
C -2.5521 -3.1053 1.7116 -0.20
C -2.3128 -2.7912 3.1954 -0.12
C -2.1613 -1.3323 3.7221 -0.34
N -0.8024 -0.9594 4.1137 0.10
C 0.0412 -1.2054 3.1903 -0.16
C 1.4792 -1.1293 3.2066 -0.15
C 2.1588 -0.7111 4.3618 0.00
C 2.1304 -1.6340 2.0577 -0.32
O 1.4705 -1.9671 0.9879 -0.18
C 0.1305 -3.2185 -1.9483 -0.30
O 0.2303 -1.9656 -1.6106 -0.20
H 5.2774 0.0327 5.3711 0.07
H 4.4993 -1.2282 6.3198 0.08
H 3.7700 0.3699 6.2148 0.07
H 5.2762 -1.4703 3.3894 0.11
H 5.3225 -2.8741 1.5606 0.11
H 4.8158 -3.2546 -0.5877 0.11
H 3.9154 -0.5948 -0.5097 0.11
H 2.5516 -1.5740 -0.9867 0.09
H 5.2562 -1.9296 -2.3587 0.12
H 4.1947 -0.6293 -2.8247 0.12
H 3.0540 -3.4521 -2.7122 0.13
H 4.0594 -2.9863 -4.0994 0.13
H 2.4995 -1.0201 -4.2930 0.17
H 0.3613 -1.6317 -4.3208 0.16
H 0.9975 -5.0352 -4.7259 0.13
H 0.8072 -7.4735 -4.1986 0.08
H -0.9420 -7.4576 -3.9941 0.08
H 0.0939 -7.9940 -2.6767 0.08
H -0.9024 -6.3306 -1.1340 0.12
H -1.7695 -4.9916 0.3293 0.13
H -2.9725 -4.1151 1.6646 0.12
H -3.3159 -2.4444 1.2991 0.08
H -1.4671 -3.3669 3.5767 0.12
H -3.1977 -3.2009 3.6866 0.10
H -2.7848 -1.2473 4.6136 0.13
H -2.0067 0.4299 2.4998 0.03
H -0.3202 -1.6739 2.2705 0.06
H 1.5785 -0.3301 5.1935 0.11
N -1.2197 2.9474 -0.3824 -0.38
P -0.6814 1.8688 -1.5742 0.98
C 0.0997 2.9857 -2.7846 -0.35
C 1.4848 2.9726 -2.9259 -0.09
C 2.1057 3.8681 -3.7896 -0.08
C 1.3539 4.7838 -4.5082 -0.09
C -0.0281 4.8101 -4.3638 -0.08
C -0.6498 3.9166 -3.5077 -0.11
C -2.1881 1.3134 -2.4019 -0.33
C -3.1578 0.6668 -1.4404 -0.29
C -4.1968 -0.2639 -2.0893 -0.15
C -4.2586 -0.3206 -3.5734 -0.04
C -3.3779 0.3370 -4.3266 -0.09
C -2.3005 1.1270 -3.7237 -0.10
P -1.3740 2.6105 1.2952 1.00
C -2.6941 3.8184 1.6471 -0.35
C -2.5139 5.1886 1.4477 -0.09
C -3.5495 6.0770 1.6804 -0.08
C -4.7789 5.6069 2.1292 -0.09
C -4.9656 4.2509 2.3401 -0.08
C -3.9266 3.3599 2.0984 -0.09
C 0.0990 3.3842 2.0333 -0.38
C 0.4051 3.0557 3.3517 -0.10
C 1.5540 3.5507 3.9456 -0.08
C 2.4148 4.3671 3.2232 -0.09
C 2.1258 4.6828 1.9044 -0.08
C 0.9729 4.1892 1.3088 -0.11
H -1.7311 3.7626 -0.7001 0.06
H 2.0696 2.2807 -2.3321 0.07
H 3.1842 3.8549 -3.8855 0.10
H 1.8415 5.4833 -5.1754 0.10
H -0.6210 5.5279 -4.9161 0.10
H -1.7290 3.9346 -3.4073 0.11
H -3.5765 1.4062 -0.7496 0.12
H -5.1940 -0.1631 -1.6561 0.15
H -5.0378 -0.9181 -4.0300 0.11
H -3.4376 0.2892 -5.4071 0.09
H -1.5622 1.5498 -4.3969 0.09
H -1.5490 5.5674 1.1279 0.10
H -3.3989 7.1374 1.5237 0.10
H -5.5878 6.3012 2.3170 0.10
H -5.9187 3.8764 2.6904 0.11
H -4.0905 2.2972 2.2433 0.06
H -0.2357 2.3775 3.9062 0.10
H 1.7922 3.2798 4.9661 0.10
H 3.3199 4.7386 3.6865 0.10
H 2.8057 5.2990 1.3295 0.10
H 0.7663 4.3978 0.2657 0.10
O 2.4358 1.2965 -0.4880 -0.05
C 1.9876 1.1757 0.6502 -0.50
O 0.8330 0.7099 0.9453 -0.30
H 2.6075 1.4600 1.5218 0.15
O -3.4935 -2.5754 -1.3659 0.04
C -3.4051 -1.3627 -1.3615 -0.51
N -2.5576 -0.5069 -0.7146 -0.04
S -5.2994 -0.8636 2.7707 0.67
C -3.9112 -0.1466 2.4536 -0.73
N -2.6535 -0.3137 2.7632 -0.04
```